Here is 12 unconnected molecules or ions with the total composition C26H76N10O12 at a distorted geometry from OMol25. Energies are from the ωB97M-V functional and the def2-TZVPD basis.

The geometry in XYZ format:
```
124
Properties=species:S:1:pos:R:3
C 5.355 -1.694 1.810
O 5.674 -2.996 1.458
N 6.254 -0.818 2.015
N 4.136 -1.217 1.737
H 6.054 0.091 2.400
H 7.223 -1.111 2.035
H 3.384 -1.808 1.389
H 3.928 -0.362 2.233
C 0.929 -2.260 -2.416
O -0.099 -2.825 -1.691
N 0.798 -1.719 -3.598
N 2.222 -2.355 -2.061
H -0.171 -1.624 -3.943
H 1.377 -0.896 -3.801
H 2.333 -2.548 -1.013
H 3.037 -1.784 -2.396
C -3.566 0.395 -1.026
O -2.114 0.358 -1.148
N -4.289 -0.633 -1.148
N -4.301 1.391 -0.813
H -3.782 -1.525 -1.106
H -5.264 -0.588 -0.960
H -3.835 2.307 -0.708
H -5.288 1.280 -0.546
C 3.823 2.498 3.086
O 4.763 1.490 3.243
N 3.540 3.085 1.936
N 3.232 3.065 4.071
H 3.929 2.551 1.143
H 2.804 3.809 1.820
H 3.437 2.604 4.979
H 2.446 3.670 3.886
C 4.714 0.652 -1.165
O 4.356 1.624 -0.266
N 4.554 -0.588 -0.935
N 5.088 0.855 -2.391
H 4.223 -0.681 -0.015
H 5.146 -1.410 -1.284
H 5.286 1.881 -2.633
H 5.609 0.158 -2.949
C -3.898 -2.778 -5.469
C -3.784 -2.158 -4.133
C -2.334 -1.713 -3.861
O -4.435 -1.109 -3.919
H -3.350 -3.707 -5.422
H -3.387 -2.160 -6.162
H -4.905 -2.973 -5.838
H -4.101 -2.953 -3.407
H -2.120 -1.421 -2.828
H -2.040 -0.885 -4.472
H -1.785 -2.690 -3.897
H -4.245 -0.775 -3.011
C -3.907 4.745 2.840
C -3.559 3.295 2.848
C -4.743 2.374 2.586
O -2.766 2.880 1.973
H -4.407 5.018 3.742
H -4.570 4.877 2.033
H -2.981 5.349 2.655
H -3.143 2.957 3.797
H -4.538 1.272 2.748
H -5.127 2.478 1.583
H -5.565 2.616 3.259
H -3.038 3.216 1.141
C 1.056 1.661 -1.987
C 1.921 1.491 -3.271
C 2.717 2.755 -3.620
O 2.552 0.436 -3.368
H 1.642 1.857 -1.063
H 0.446 0.809 -1.883
H 0.434 2.559 -1.997
H 1.225 1.339 -4.069
H 3.463 2.647 -4.364
H 3.292 3.087 -2.757
H 2.085 3.564 -3.959
H 3.345 0.557 -2.897
C 0.340 3.636 0.837
C 0.441 4.692 1.878
C -0.024 4.149 3.237
O 1.584 5.144 2.094
H 0.897 2.725 1.066
H 0.617 4.121 -0.070
H -0.645 3.238 0.753
H -0.232 5.549 1.516
H -1.059 4.133 3.395
H 0.268 4.842 4.028
H 0.402 3.238 3.561
H 1.564 6.046 1.677
C 2.539 -4.814 1.431
C 1.635 -3.942 0.597
C 0.260 -3.861 1.287
O 1.972 -2.727 0.659
H 3.159 -5.216 0.694
H 1.969 -5.607 1.922
H 3.138 -4.208 2.149
H 1.474 -4.340 -0.358
H 0.301 -3.425 2.277
H -0.176 -4.892 1.380
H -0.542 -3.304 0.741
H 1.168 -2.174 0.563
C -1.247 -0.123 2.174
C -0.093 0.034 1.134
C 1.202 0.013 1.915
O -0.094 -0.755 0.203
H -1.031 0.453 3.045
H -1.335 -1.131 2.550
H -2.237 0.120 1.725
H -0.277 1.013 0.768
H 1.440 -0.919 2.466
H 1.113 0.779 2.709
H 2.120 0.259 1.342
H -0.746 -0.412 -0.422
C -3.448 -3.149 1.290
C -3.140 -3.556 -0.162
C -4.287 -4.304 -0.816
O -2.693 -2.737 -0.959
H -2.749 -3.457 1.995
H -4.506 -3.393 1.697
H -3.527 -2.062 1.352
H -2.414 -4.397 -0.088
H -5.018 -3.659 -1.161
H -4.825 -5.044 -0.232
H -3.956 -4.730 -1.705
H -1.693 -2.676 -0.916
```

The total energy comes out at -67657.5112 eV. The value obtained for the energy relative to the best compared isomer or geometry (same formula, charge and spin) is 1327.5 kJ/mol. The SMILES is NC(N)=O.NC(N)=O.NC(N)=O.NC(N)=O.NC(N)=O.CC(C)O.CC(C)O.CC(C)O.CC(C)O.CC(C)O.CC(C)O.CC(C)O. The value obtained for the orbital gap is 8.44 eV.